Entry 1:
{
  "formula": "C45H134O22",
  "method": "ωB97M-V/def2-TZVPD",
  "elements": ["O", "H", "H", "O", "H", "H", "O", "H", "H", "O", "H", "H", "O", "H", "H", "O", "H", "H", "O", "H", "H", "C", "C", "C", "O", "H", "H", "H", "H", "H", "H", "H", "H", "C", "C", "C", "O", "H", "H", "H", "H", "H", "H", "H", "H", "C", "C", "C", "O", "H", "H", "H", "H", "H", "H", "H", "H", "C", "C", "C", "O", "H", "H", "H", "H", "H", "H", "H", "H", "C", "C", "C", "O", "H", "H", "H", "H", "H", "H", "H", "H", "C", "C", "C", "O", "H", "H", "H", "H", "H", "H", "H", "H", "C", "C", "C", "O", "H", "H", "H", "H", "H", "H", "H", "H", "C", "C", "C", "O", "H", "H", "H", "H", "H", "H", "H", "H", "C", "C", "C", "O", "H", "H", "H", "H", "H", "H", "H", "H", "C", "C", "C", "O", "H", "H", "H", "H", "H", "H", "H", "H", "C", "C", "C", "O", "H", "H", "H", "H", "H", "H", "H", "H", "C", "C", "C", "O", "H", "H", "H", "H", "H", "H", "H", "H", "C", "C", "C", "O", "H", "H", "H", "H", "H", "H", "H", "H", "C", "C", "C", "O", "H", "H", "H", "H", "H", "H", "H", "H", "C", "C", "C", "O", "H", "H", "H", "H", "H", "H", "H", "H"],
  "xyz": [[-3.402, 5.524, 0.281], [-3.963, 6.150, 0.738], [-3.775, 4.668, 0.492], [-0.732, 3.730, 2.461], [-0.686, 3.350, 1.583], [-1.600, 3.487, 2.782], [-4.669, 2.746, 0.855], [-4.205, 2.033, 1.294], [-4.885, 2.396, -0.009], [-6.481, 0.546, -0.653], [-5.554, 0.444, -0.440], [-6.841, -0.338, -0.589], [-4.721, -0.473, -4.367], [-5.416, -0.965, -3.930], [-5.106, 0.387, -4.537], [-3.938, -0.403, 0.229], [-3.549, -1.271, 0.117], [-3.203, 0.159, 0.475], [-1.468, 3.929, -0.469], [-2.037, 4.647, -0.192], [-1.669, 3.808, -1.397], [2.957, -1.158, 8.887], [1.734, -1.935, 8.288], [1.755, -2.245, 6.735], [1.835, -3.198, 8.902], [3.224, -0.434, 8.117], [3.838, -1.797, 8.827], [2.964, -0.790, 9.913], [0.843, -1.358, 8.537], [0.797, -2.659, 6.422], [2.487, -3.021, 6.510], [2.030, -1.395, 6.111], [0.965, -3.601, 8.864], [6.255, -2.359, -0.796], [6.058, -2.054, 0.697], [7.191, -1.453, 1.385], [4.862, -1.316, 0.824], [7.291, -2.681, -0.894], [6.276, -1.412, -1.336], [5.533, -3.016, -1.281], [5.652, -2.983, 1.098], [6.979, -0.731, 2.173], [7.850, -0.945, 0.681], [7.758, -2.206, 1.931], [4.111, -1.904, 0.717], [1.707, -6.721, -3.179], [2.563, -5.987, -2.081], [2.689, -4.415, -2.185], [1.826, -6.076, -0.869], [1.605, -7.765, -2.885], [2.310, -6.672, -4.085], [0.781, -6.197, -3.415], [3.504, -6.500, -1.883], [3.305, -4.037, -1.369], [1.674, -4.020, -2.133], [3.242, -4.027, -3.040], [1.507, -6.967, -0.713], [3.703, -5.383, 1.607], [2.507, -4.463, 1.835], [2.476, -3.398, 3.054], [2.357, -3.794, 0.743], [4.358, -4.851, 0.916], [3.445, -6.331, 1.134], [4.217, -5.560, 2.551], [1.508, -4.898, 1.822], [1.672, -2.669, 2.943], [3.366, -2.774, 3.131], [2.315, -3.988, 3.957], [1.886, -4.404, 0.171], [-6.608, -1.435, 2.387], [-6.966, -2.785, 1.819], [-7.851, -3.569, 2.856], [-7.774, -2.500, 0.627], [-5.889, -0.946, 1.729], [-6.001, -1.740, 3.239], [-7.516, -0.833, 2.415], [-6.032, -3.274, 1.541], [-8.423, -4.441, 2.540], [-8.583, -3.078, 3.497], [-7.246, -4.031, 3.636], [-8.508, -3.117, 0.580], [1.164, 6.547, -1.747], [-0.037, 7.306, -1.128], [-0.219, 7.036, 0.447], [0.276, 8.651, -1.554], [1.444, 6.731, -2.784], [1.108, 5.466, -1.618], [1.991, 6.647, -1.043], [-0.956, 6.898, -1.549], [-0.635, 6.075, 0.748], [-0.929, 7.807, 0.745], [0.695, 7.186, 1.021], [-0.487, 9.229, -1.479], [-0.269, -0.198, 1.436], [-0.368, 0.842, 0.270], [-0.164, 0.272, -1.141], [-1.675, 1.409, 0.310], [0.490, -0.961, 1.260], [-1.201, -0.712, 1.668], [0.093, 0.397, 2.274], [0.404, 1.582, 0.481], [-0.011, 1.091, -1.843], [-0.984, -0.405, -1.382], [0.810, -0.211, -1.224], [-1.568, 2.240, -0.158], [2.473, 4.736, 1.444], [2.702, 5.101, 2.925], [3.155, 6.568, 3.216], [1.502, 4.896, 3.664], [1.852, 5.487, 0.955], [2.115, 3.726, 1.243], [3.398, 4.832, 0.876], [3.391, 4.423, 3.429], [2.489, 7.244, 2.679], [4.179, 6.747, 2.889], [3.136, 6.771, 4.287], [0.888, 4.453, 3.074], [-4.397, -3.599, -2.941], [-5.699, -3.422, -2.308], [-6.603, -4.674, -2.263], [-5.433, -2.965, -1.021], [-3.741, -4.118, -2.242], [-3.835, -2.721, -3.260], [-4.501, -4.185, -3.854], [-6.260, -2.636, -2.814], [-7.475, -4.227, -1.784], [-6.132, -5.488, -1.712], [-6.873, -5.121, -3.220], [-6.303, -2.932, -0.616], [2.249, 2.129, 5.517], [0.891, 1.661, 5.875], [0.770, 1.649, 7.308], [-0.065, 2.580, 5.286], [2.955, 1.451, 5.995], [2.400, 3.169, 5.808], [2.328, 2.022, 4.435], [0.714, 0.661, 5.481], [0.697, 2.692, 7.616], [1.645, 1.183, 7.762], [-0.067, 1.079, 7.711], [0.494, 3.158, 4.762], [-1.417, -2.742, -5.064], [-0.685, -1.787, -4.210], [0.882, -1.764, -4.438], [-1.239, -0.461, -4.301], [-2.505, -2.731, -5.000], [-1.087, -3.701, -4.666], [-1.170, -2.631, -6.120], [-0.968, -2.163, -3.227], [1.365, -1.372, -3.543], [1.126, -1.380, -5.429], [1.202, -2.798, -4.564], [-2.195, -0.453, -4.220], [-2.298, -4.512, 1.376], [-1.728, -3.649, 0.277], [-1.448, -4.480, -0.885], [-2.809, -2.894, -0.126], [-3.282, -4.953, 1.217], [-2.378, -4.010, 2.341], [-1.683, -5.405, 1.481], [-0.850, -3.079, 0.582], [-0.556, -5.064, -0.660], [-1.330, -3.944, -1.827], [-2.291, -5.163, -0.985], [-3.361, -3.438, -0.692], [2.050, 1.466, -6.554], [1.719, 1.681, -5.066], [2.323, 2.931, -4.548], [0.285, 1.794, -4.999], [3.104, 1.673, -6.740], [1.509, 2.135, -7.223], [1.726, 0.487, -6.906], [2.030, 0.834, -4.455], [3.395, 2.759, -4.649], [2.105, 3.042, -3.485], [1.994, 3.753, -5.183], [-0.128, 0.941, -4.846], [-3.756, 4.640, -3.482], [-2.698, 3.784, -4.101], [-1.934, 4.591, -5.149], [-1.787, 3.408, -3.112], [-4.185, 4.062, -2.663], [-4.519, 4.908, -4.213], [-3.260, 5.530, -3.096], [-3.171, 2.860, -4.432], [-2.524, 5.048, -5.944], [-1.315, 3.972, -5.798], [-1.297, 5.239, -4.547], [-0.938, 3.330, -3.554], [4.784, 2.611, -0.751], [5.779, 1.616, -1.350], [5.439, 0.943, -2.652], [6.990, 2.409, -1.440], [4.982, 3.619, -1.117], [4.837, 2.645, 0.337], [3.772, 2.248, -0.927], [5.985, 0.813, -0.642], [6.359, 0.535, -3.071], [5.011, 1.611, -3.400], [4.655, 0.209, -2.465], [6.900, 2.936, -2.237]],
  "forces_ev_per_angstrom": [[-0.125, 0.449, -0.103], [0.015, 0.257, 0.101], [-0.493, -0.783, 0.220], [0.265, 0.168, 0.051], [-0.134, -0.071, -0.493], [-0.138, -0.105, 0.251], [0.089, 0.648, 0.088], [0.198, -0.225, 0.135], [-0.207, -0.117, -0.249], [-0.566, 0.565, -0.396], [0.597, -0.584, 0.172], [-0.068, -0.265, 0.139], [0.405, -0.127, -0.196], [-0.150, -0.119, 0.247], [-0.069, 0.276, -0.010], [-0.706, 0.639, 0.239], [0.160, -0.787, -0.195], [0.598, 0.456, -0.136], [0.802, -0.408, 0.336], [-0.129, 0.525, 0.331], [-0.001, -0.040, -1.009], [0.442, -0.660, -2.211], [1.734, 0.248, -0.487], [0.511, 0.632, 0.875], [-0.978, -0.533, 0.878], [-0.100, 0.845, 0.518], [-0.096, -0.525, 0.097], [-0.790, 0.162, -0.267], [-0.345, -0.310, 0.112], [-0.165, 0.246, 0.045], [0.179, 0.012, 0.341], [-0.307, 0.207, 0.017], [-0.045, -0.333, 0.062], [1.548, 1.054, 0.249], [-3.392, -2.326, -1.566], [1.728, 0.666, 1.007], [-0.806, 2.180, 0.257], [-0.053, -0.749, -0.350], [-0.319, 0.183, -0.058], [0.082, -0.123, 0.377], [1.449, -0.738, 0.695], [-0.680, 0.067, -0.224], [0.160, -0.009, -0.001], [0.250, -0.189, -0.348], [-0.104, -0.106, -0.074], [2.009, 1.227, 0.146], [-1.431, 0.927, -0.229], [0.860, -1.280, -0.532], [-0.633, -0.055, 1.123], [-0.354, 0.057, -0.114], [-0.052, -0.319, -0.247], [-0.133, -0.195, 0.456], [0.309, 0.151, -0.591], [-0.421, -0.216, 0.317], [0.125, 0.208, -0.081], [-0.411, -0.344, -0.528], [0.048, -0.145, -0.075], [0.161, -0.154, 1.470], [-0.739, -0.630, 4.794], [0.554, -1.654, -0.805], [-0.588, 4.611, -6.210], [0.174, 0.016, 0.169], [-0.162, 0.079, 0.142], [0.273, -0.291, -0.089], [0.094, -1.695, 1.881], [-0.335, -0.417, -0.296], [0.382, -0.355, -0.002], [0.161, 0.319, 0.266], [0.164, 0.305, -0.954], [0.930, -0.765, -0.912], [-2.389, 0.428, 0.470], [0.677, -0.943, 0.578], [0.650, -0.339, -0.093], [-0.110, 0.112, -0.196], [-0.537, 0.950, 0.862], [0.273, 0.063, 0.956], [-0.275, -0.597, -0.052], [0.166, -0.057, -1.010], [0.067, 1.192, -0.620], [0.678, 0.074, -0.095], [0.003, -0.134, 0.066], [0.025, -1.208, 1.655], [1.234, -1.399, 0.071], [0.292, 1.423, -1.354], [-0.641, -0.434, 0.786], [-0.235, 0.492, 0.245], [-0.908, -0.353, -0.324], [0.554, 0.969, -0.399], [-0.259, 0.503, -0.438], [0.061, -0.049, -0.576], [-0.088, 0.012, 0.353], [0.070, 0.197, -0.181], [-0.189, -0.027, 0.183], [0.530, 0.830, -0.606], [-0.367, -1.902, 0.063], [0.939, 0.370, 0.657], [0.548, -0.484, 0.719], [0.106, 0.014, -0.262], [-0.137, 0.261, -0.074], [-0.379, -0.316, 0.457], [-0.010, 0.354, -0.119], [-0.838, 0.100, -0.267], [0.094, 0.137, -0.288], [0.020, -0.611, 0.284], [-0.677, 0.911, -0.134], [1.033, 0.974, 0.006], [-0.107, 0.282, 0.640], [-0.041, -1.018, -0.735], [-0.270, 0.157, 0.009], [-0.440, -0.274, 0.259], [-0.224, 0.010, 0.378], [0.356, -0.147, 0.148], [0.652, -0.100, -0.497], [-0.004, 0.161, 0.166], [0.034, -0.052, -0.204], [-0.275, -0.119, -0.057], [-0.686, -0.022, 0.022], [1.650, -0.768, -1.427], [-0.738, -0.021, -0.625], [0.484, 0.739, -0.037], [-0.178, -0.100, 0.736], [-0.043, -0.427, -0.361], [-0.418, 0.437, 0.393], [0.127, -0.288, 0.007], [-0.302, 0.110, -0.425], [-0.445, -0.944, 0.200], [-0.110, 0.213, 0.480], [-0.047, 0.502, -0.218], [-0.323, 0.420, 0.903], [0.720, -0.573, -0.828], [-0.937, 0.374, -1.759], [-0.497, -0.101, 2.695], [0.276, -0.805, 0.369], [0.391, 0.271, -0.112], [0.125, -0.057, 0.079], [0.476, 0.260, -0.131], [-0.038, -0.141, -0.324], [0.011, -0.054, 0.439], [0.129, 0.158, 0.072], [-0.360, 0.225, -0.166], [-0.312, 0.493, -0.333], [0.124, -1.007, -1.204], [-0.140, 1.008, 0.674], [-2.114, -1.020, 0.169], [1.214, 0.202, -0.347], [0.042, 0.367, 0.309], [-0.105, -0.489, -0.575], [0.120, -0.204, -0.120], [0.802, 0.277, 0.719], [0.248, 0.441, -0.516], [0.054, 0.884, 0.355], [-0.062, -0.267, 0.430], [-0.278, -0.283, 0.069], [0.957, -1.190, 1.475], [-1.283, -0.760, 0.589], [1.480, -1.862, -0.862], [-0.863, 3.028, -0.227], [-0.200, 0.490, -0.771], [0.245, 0.126, -0.004], [0.393, -0.037, 0.496], [-0.313, 0.449, 0.117], [0.108, -0.315, -0.511], [0.168, 0.196, 0.151], [0.046, -0.299, -0.263], [-0.393, 0.253, 0.204], [0.203, 0.035, 0.104], [-1.609, -0.546, -1.353], [0.548, -0.250, 0.073], [0.297, 0.754, 0.426], [0.169, -0.503, -0.108], [-0.211, 0.450, 0.456], [0.423, -0.257, 0.171], [0.176, -0.160, -0.068], [0.204, 0.565, 0.043], [-0.149, 0.392, -0.090], [0.108, 0.280, 0.361], [-0.293, -0.463, 0.154], [0.025, -0.085, 0.426], [-0.524, 0.313, -1.129], [0.075, -1.077, -0.768], [0.684, -0.134, 0.820], [-0.303, 0.307, 0.140], [-0.026, 0.007, 0.120], [-0.289, 0.174, 0.159], [0.019, -0.050, -0.727], [-0.457, 0.704, 0.683], [0.521, -0.452, 0.540], [-0.090, 0.577, -0.522], [0.460, -0.495, 0.039], [-0.812, -1.103, 0.224], [0.700, 1.350, 0.787], [-0.432, 0.473, -0.202], [0.389, -0.943, -0.232], [-0.358, -0.124, -0.250], [0.440, 0.006, 0.020], [-0.329, 0.422, -0.318], [0.129, 0.167, 0.191], [-0.200, -0.422, 0.026], [0.082, 0.366, -0.015], [0.253, -0.385, -0.100], [0.081, 0.169, -0.091]],
  "homo_lumo_gap_ev": 9.542,
  "lumo_ev": 0.191,
  "largest_force_ha_per_bohr": 0.151,
  "homo_ev": -9.351
}

Entry 2:
{
  "formula": "C13H28N2O10S6",
  "method": "ωB97M-V/def2-TZVPD",
  "elements": ["C", "S", "O", "O", "C", "O", "S", "O", "O", "O", "C", "C", "C", "S", "C", "N", "N", "C", "O", "H", "H", "H", "H", "H", "H", "H", "H", "H", "H", "C", "S", "O", "C", "H", "H", "H", "H", "H", "H", "C", "S", "O", "C", "H", "H", "H", "H", "H", "H", "C", "S", "O", "C", "H", "H", "H", "H", "H", "H"],
  "xyz": [[5.067, 0.520, -1.572], [5.101, 1.994, -2.558], [4.248, 1.823, -3.711], [6.471, 2.391, -2.726], [4.262, 3.335, -1.641], [5.182, 4.176, -0.958], [4.893, 4.033, 0.613], [5.235, 5.241, 1.263], [5.389, 2.768, 1.054], [3.324, 3.935, 0.429], [3.123, 2.952, -0.642], [1.720, 3.153, -1.184], [1.253, 2.074, -2.166], [1.492, 0.398, -1.476], [-0.107, -0.218, -1.745], [-0.969, -0.597, -0.872], [-2.099, -0.999, -1.575], [-1.824, -0.810, -2.812], [-0.588, -0.324, -3.019], [4.756, 0.706, -0.548], [4.402, -0.203, -2.044], [6.095, 0.156, -1.584], [3.817, 3.931, -2.444], [3.255, 1.983, -0.164], [1.677, 4.130, -1.676], [1.032, 3.179, -0.334], [1.755, 2.144, -3.132], [0.183, 2.211, -2.327], [-2.454, -0.982, -3.672], [-3.451, 2.505, 2.436], [-2.319, 1.449, 1.522], [-2.352, 1.944, 0.115], [-3.319, -0.032, 1.600], [-3.026, 3.507, 2.456], [-4.415, 2.519, 1.928], [-3.556, 2.128, 3.453], [-4.292, 0.160, 1.152], [-3.435, -0.339, 2.638], [-2.803, -0.806, 1.039], [-7.297, -3.434, 3.448], [-6.470, -3.084, 1.892], [-5.461, -2.029, 2.173], [-7.863, -2.262, 1.113], [-6.570, -3.910, 4.103], [-7.641, -2.500, 3.890], [-8.132, -4.112, 3.270], [-8.167, -1.412, 1.723], [-8.684, -2.970, 0.997], [-7.533, -1.919, 0.135], [4.370, -4.300, -0.017], [2.938, -3.497, -0.744], [3.222, -2.034, -0.738], [1.819, -3.790, 0.628], [5.200, -4.178, -0.710], [4.606, -3.823, 0.934], [4.159, -5.360, 0.120], [2.237, -3.347, 1.532], [1.670, -4.862, 0.751], [0.873, -3.310, 0.385]],
  "forces_ev_per_angstrom": [[0.134, -0.286, -0.153], [0.150, 0.029, -0.164], [-0.018, -0.094, 0.214], [-0.200, 0.058, 0.030], [-0.381, 0.144, -0.191], [0.039, -0.251, 0.231], [0.177, 0.063, 0.114], [-0.088, -0.206, -0.137], [-0.063, 0.265, -0.069], [-0.053, -0.281, -0.080], [-0.031, 0.600, 0.226], [-0.014, -0.089, 0.050], [-0.183, 0.230, -0.017], [0.060, 0.016, -0.059], [-0.089, 0.138, -0.022], [0.069, -0.238, 0.128], [0.007, -0.114, -0.086], [-0.219, -0.017, -0.037], [0.135, 0.056, 0.006], [0.102, 0.059, 0.004], [-0.060, 0.090, 0.098], [-0.113, 0.044, 0.073], [0.247, -0.071, -0.041], [-0.024, -0.136, -0.251], [-0.040, -0.037, 0.045], [0.090, -0.057, -0.031], [0.093, -0.064, 0.128], [0.111, 0.023, -0.005], [0.058, 0.016, 0.107], [-0.037, -0.010, 0.073], [0.098, 0.015, -0.077], [0.000, 0.106, -0.040], [0.018, 0.012, -0.053], [0.020, -0.007, -0.014], [0.015, -0.014, -0.024], [-0.002, 0.007, 0.002], [-0.007, 0.009, -0.003], [-0.008, -0.001, 0.004], [0.011, 0.021, -0.012], [-0.051, -0.013, 0.039], [0.037, -0.004, -0.019], [-0.046, -0.018, 0.051], [-0.064, 0.006, -0.020], [0.017, 0.001, -0.014], [0.018, 0.013, -0.016], [0.006, -0.008, 0.003], [0.025, -0.001, 0.013], [0.002, 0.001, -0.011], [0.022, -0.007, 0.002], [0.030, -0.038, 0.047], [-0.052, 0.037, 0.004], [0.105, -0.021, -0.017], [-0.041, -0.044, 0.039], [-0.013, 0.012, -0.016], [-0.015, 0.021, -0.008], [0.004, -0.003, -0.007], [0.019, 0.017, -0.017], [-0.014, 0.002, -0.001], [0.010, 0.017, -0.019]],
  "homo_lumo_gap_ev": 8.911,
  "lumo_ev": 0.453,
  "largest_force_ha_per_bohr": 0.012,
  "relative_energy_kj_mol": 0.0,
  "homo_ev": -8.458
}